ORCA calculation (ωB97M-V/def2-TZVPD) on a 10-piece molecular cluster, C59H74BClFN9O3P overall at a distorted geometry.

Computed properties:
energy = -107136.2737 eV
HOMO-LUMO gap = 6.3 eV
charge = -1
E_HOMO = -4.5805 eV

Last column: Löwdin charge in e.
Atoms and positions in Å:
Cl (-5.6934, 1.5566, -0.1230)  0.5562
P (-0.1507, -1.0539, 2.0605)  0.9615
F (-5.1112, -5.2772, 3.3217)  -0.1877
O (-0.8232, -4.2122, -2.6571)  -0.1936
O (-2.6531, -1.8578, 1.7466)  -0.1087
O (-3.4339, -0.8063, -0.1505)  -0.0821
N (-8.4273, 8.8689, -1.1325)  0.0503
N (6.3857, 1.0283, 3.3954)  0.0632
N (1.6403, -7.3254, -1.6280)  0.0584
N (4.6403, -1.2965, -0.5401)  0.0730
N (-3.1915, -8.8031, 4.2079)  0.0553
N (9.7213, 0.8648, -3.6233)  0.0469
N (1.7789, 2.9063, 0.8826)  0.0688
N (-7.2794, 5.0369, -1.8537)  0.0579
N (1.7602, 2.7248, -4.4035)  0.0565
C (-8.0036, 8.0315, -0.1606)  -0.1369
C (-5.2183, -1.9798, 1.5183)  -0.1012
C (-8.8551, 9.4245, 1.5753)  -0.0858
C (1.6213, 0.7828, -6.4117)  -0.0783
C (5.6779, -2.0894, -0.8866)  -0.1404
C (-6.9107, 3.3806, -3.5707)  -0.0692
C (1.0029, 2.0168, -6.5836)  -0.0782
C (-7.7301, 5.8702, -2.8165)  -0.1537
C (2.5740, -0.1689, 2.3611)  -0.2082
C (10.5681, -0.0413, -3.0874)  -0.1535
C (-0.7864, -2.7575, -2.2908)  -0.2054
C (11.3836, 1.5032, -1.4662)  -0.0791
C (3.6355, -7.7681, -2.9129)  -0.0962
C (2.4907, 3.8244, 1.5724)  -0.1536
C (-9.3018, 10.3076, 0.5976)  -0.0888
C (-2.1705, -2.3762, -1.4995)  -0.1287
C (-7.8014, 5.5314, -4.1581)  -0.0845
C (1.1009, 2.9474, -5.5616)  -0.1462
C (5.8541, 3.1775, 2.4332)  -0.0817
C (6.0292, 3.7889, 3.6704)  -0.0841
C (-1.9894, -1.1158, -0.4148)  -0.2055
C (3.5223, -6.5311, -3.5387)  -0.0940
C (6.6355, -1.7392, -1.8250)  -0.0774
C (-4.1653, 1.5964, 0.9736)  -0.5979
C (2.3488, 1.5171, -4.2647)  -0.1421
C (-4.0963, 0.2903, 1.9962)  -0.1214
C (-4.0660, -7.3645, 5.9380)  -0.0695
C (4.5578, -0.1009, -1.1632)  -0.1605
C (5.4636, 0.3359, -2.1165)  -0.0839
C (6.5504, 1.6503, 4.5834)  -0.1535
C (2.4452, 4.0303, -1.1471)  -0.0770
C (11.4084, 0.2270, -2.0187)  -0.0773
C (-0.2164, -2.1005, 3.6880)  -0.4073
C (6.5223, -0.5022, -2.4507)  -0.0806
C (-6.0036, -4.4121, 2.4667)  -0.1244
C (3.1926, 4.8608, 0.9779)  -0.1063
C (9.7182, 2.0946, -3.0646)  -0.1512
C (2.6779, -8.1183, -1.9746)  -0.1635
C (1.7721, 3.0314, -0.4623)  -0.1432
C (-8.1937, 8.2624, 1.1925)  -0.0640
C (-1.4122, -1.9008, 0.9036)  -0.3956
C (-5.1088, -3.6021, 1.3148)  -0.1701
C (2.3094, 0.5245, -5.2306)  -0.0674
C (10.5234, 2.4587, -1.9974)  -0.0764
C (1.6518, -1.2295, 1.4552)  -0.4392
C (2.4636, -5.6930, -3.2044)  -0.0692
C (3.1679, 4.9620, -0.4090)  -0.0838
C (-3.8320, -7.6840, 4.6101)  -0.1355
C (-9.0679, 9.9880, -0.7303)  -0.1563
C (-2.7678, -9.6405, 5.1798)  -0.1657
C (-2.9579, -9.4096, 6.5329)  -0.0967
C (-4.3848, 2.9217, 1.9698)  -0.1805
C (-6.8806, 3.8095, -2.2534)  -0.1566
C (-3.6193, -8.2475, 6.9157)  -0.0927
C (6.0402, 1.8071, 2.3473)  -0.1439
C (-0.1371, -3.7186, 3.4387)  -0.1938
C (-7.3818, 4.2609, -4.5390)  -0.0919
C (6.3832, 3.0132, 4.7693)  -0.0844
C (1.5578, -6.1298, -2.2511)  -0.1348
B (-3.8349, -1.1411, 1.2296)  -0.9878
H (-0.8557, -4.2508, 4.2290)  0.0771
H (5.9117, 1.2830, 1.4043)  0.0945
H (-7.4214, 3.9598, -5.5818)  0.0984
H (5.8905, 4.8608, 3.7772)  0.1014
H (2.2437, 0.9499, 2.2265)  0.0366
H (-9.4003, 10.6434, -1.5304)  0.0975
H (2.4819, 3.7010, 2.6514)  0.1066
H (6.5260, 3.4592, 5.7470)  0.0972
H (2.8703, 1.3623, -3.3242)  0.0813
H (7.2532, -0.1936, -3.1925)  0.0846
H (10.5531, -1.0214, -3.5552)  0.1015
H (-5.5902, -1.8087, 2.6382)  0.1028
H (-3.0446, -2.0638, -2.2493)  0.1352
H (-6.0585, -1.5683, 0.7939)  0.1116
H (-6.8383, -5.0689, 1.9466)  0.1099
H (0.1916, -2.5490, -1.6817)  0.1190
H (0.7608, -1.8049, 4.3042)  0.0672
H (0.4581, 2.2486, -7.4917)  0.1001
H (12.0665, -0.5403, -1.6270)  0.1008
H (-7.8343, 7.5537, 1.9299)  0.1062
H (-0.8191, -2.1900, -3.3403)  0.1260
H (-3.1926, 1.7502, 0.3389)  0.1160
H (-1.6345, -4.6502, -2.2465)  0.1018
H (-3.7857, -8.0318, 7.9670)  0.0985
H (-1.0084, -2.9552, 0.5782)  0.1084
H (2.8024, -0.4269, -5.0663)  0.1035
H (0.9442, -4.1563, 3.6017)  0.0652
H (-6.5470, -3.6883, 3.2105)  0.1072
H (-5.0985, 0.3166, 2.6243)  0.0969
H (3.7455, 5.5715, 1.5817)  0.0970
H (-6.5754, 2.3841, -3.8352)  0.1037
H (4.2532, -6.2225, -4.2805)  0.0977
H (-3.3975, 3.0654, 2.5892)  0.0774
H (1.8227, -1.0087, 0.3187)  0.0578
H (-6.5245, 3.1581, -1.4607)  -0.0208
H (-1.1742, -1.8458, 4.3510)  0.0906
H (0.6381, 3.9260, -5.6495)  0.1022
H (5.5788, 3.7541, 1.5575)  0.0856
H (1.1910, 2.2827, -0.9933)  0.1030
H (-9.8200, 11.2219, 0.8632)  0.0958
H (-2.2543, -10.5317, 4.8309)  0.0945
H (-4.5842, -6.4501, 6.2036)  0.1029
H (9.0274, 2.8039, -3.5119)  0.1023
H (2.3471, -4.7231, -3.6744)  0.1011
H (-9.0215, 9.6403, 2.6267)  0.1019
H (-8.1742, 6.2405, -4.8885)  0.0956
H (-4.0287, -4.0455, 1.3890)  0.1124
H (-5.2384, 2.5802, 2.7304)  0.0788
H (1.5672, 0.0286, -7.1913)  0.1048
H (-2.5985, -10.1184, 7.2703)  0.0926
H (-2.6123, -3.2705, -0.8676)  0.1248
H (2.4065, 4.0814, -2.2293)  0.0776
H (7.4494, -2.4147, -2.0625)  0.0974
H (0.7164, -5.5103, -1.9534)  0.0794
H (3.7040, -0.3429, 2.0225)  0.0525
H (12.0288, 1.7511, -0.6285)  0.1049
H (4.4494, -8.4436, -3.1504)  0.0928
H (-1.3068, -0.2440, -0.7950)  0.1484
H (-4.7231, 3.8722, 1.3745)  0.0612
H (10.4808, 3.4624, -1.5898)  0.1010
H (5.3471, 1.3058, -2.5865)  0.0964
H (-4.1645, -7.0287, 3.8099)  0.0827
H (-0.4932, -4.0810, 2.3845)  0.0589
H (2.0645, -2.3055, 1.7330)  0.0791
H (2.7207, -9.0744, -1.4611)  0.0958
H (-3.2273, 0.5278, 2.7591)  0.1161
H (6.8297, 1.0028, 5.4095)  0.0989
H (2.5557, -0.4574, 3.5191)  0.0672
H (-7.4901, 7.1403, -0.5095)  0.0756
H (5.7207, -3.0455, -0.3732)  0.1040
H (3.7071, 5.7603, -0.9107)  0.1013
H (-8.0424, 6.8513, -2.4698)  0.0629
H (-5.5624, -3.9084, 0.2805)  0.1021
H (3.7164, 0.5186, -0.8655)  0.0901